3 unconnected molecules or ions with the total composition C4H10O2. Source: OMol25; level of theory: ωB97M-V/def2-TZVPD.

Summary:
**Strongest force on any atom**: 3.0 eV Å⁻¹
**SMILES**: C=CC=C.O.O
**Energy relative to the best compared isomer or geometry (same formula, charge and spin)**: 253.9 kJ/mol
**Frontier orbital gap**: 9.28 eV

Last column: Löwdin charge in e.
CARTESIAN COORDINATES (ANGSTROEM)
C: 1.6227 1.5540 -1.7073  -0.0054
C: 1.5195 0.4444 -0.9231  -0.1987
C: 0.6773 -0.5906 -1.4659  -0.2121
C: 0.1741 -1.6537 -0.7737  0.0164
H: 1.1965 1.4634 -2.7585  0.0708
H: 1.7045 2.6065 -1.2248  0.0862
H: 1.7926 0.4427 0.0945  0.0849
H: 0.5587 -0.4977 -2.5290  0.0875
H: -0.5229 -2.2870 -1.2915  0.0393
H: 0.3768 -2.0150 0.2116  0.0425
O: 0.0733 -0.7510 2.9800  -0.0788
H: -0.7307 -0.8548 2.4615  0.0012
H: -0.1763 0.0987 3.4357  0.0666
O: -2.9729 0.6435 1.4908  -0.0192
H: -2.9556 1.3506 0.9014  0.0019
H: -2.3375 0.0459 1.0984  0.0172